No. 1
18
Properties=species:S:1:pos:R:3:forces:R:3 method="wB97M-V/def2-TZVPD" gap_ev=10.50 e_above_lowest_kcal_mol=70.3 largest_force_ev_per_a=5.2
C 0.84904 -1.24485 0.01842 -0.005 -2.145 1.688
C -2.62241 0.03269 0.02472 1.649 -1.123 1.168
C -1.53476 -0.31179 -0.68752 -1.628 0.268 -1.106
C -0.10153 0.82747 1.04728 -0.763 0.718 -3.159
C 2.07215 0.64303 -0.35976 0.034 1.675 -0.596
C 0.57892 1.07449 -0.33363 2.217 -2.654 3.837
C -0.21357 -0.17356 -0.09047 2.080 -0.465 0.805
N 0.58140 -2.46064 0.36096 -0.579 2.277 -1.764
O 2.14922 -0.70939 -0.03324 -2.047 -1.543 0.520
H -3.53177 0.14262 -0.45767 -1.769 0.006 -0.783
H -2.64226 0.07499 1.15704 0.253 0.258 -1.620
H -1.63916 -0.48725 -1.81817 0.293 0.238 1.825
H 0.35710 0.66428 1.97720 0.845 -0.290 0.777
H -1.03873 1.35407 1.00513 0.102 0.393 0.922
H 2.44198 0.67297 -1.37023 0.243 0.679 -0.610
H 2.78159 1.23060 0.29367 -0.980 -0.547 -0.498
H 0.20255 1.79560 -0.92767 -0.904 2.386 -1.869
H 1.31022 -3.12531 0.19394 0.958 -0.132 0.464

No. 2
76
Properties=species:S:1:pos:R:3:forces:R:3 method="wB97M-V/def2-TZVPD" gap_ev=6.44 e_above_lowest_kcal_mol=107.2 largest_force_ev_per_a=0.4
Rh -2.09788 -2.60891 0.30540 -0.199 0.303 -0.043
C -0.97914 3.81587 -2.20924 -0.004 0.004 -0.002
C 0.26379 3.68197 -1.34594 -0.007 -0.005 0.006
C 1.53964 3.92327 -2.14001 0.010 0.005 -0.003
C 2.70378 3.99532 -1.16677 -0.010 -0.005 -0.006
C 2.73904 2.75343 -0.31527 0.026 -0.001 0.005
C 3.93588 2.32430 0.23039 -0.005 -0.002 0.009
C 4.00800 1.13913 0.94055 -0.003 -0.008 -0.016
F 5.19717 0.76312 1.45567 -0.003 -0.001 0.002
C 2.90849 0.34216 1.10368 0.001 0.003 0.013
C 1.69029 0.76240 0.57013 -0.012 -0.024 0.028
C 0.52026 -0.10687 0.80748 -0.001 -0.032 0.007
O 0.57567 -1.15553 1.39939 -0.025 0.063 -0.059
C -0.83083 0.50199 0.36929 0.008 -0.091 -0.102
C -0.63236 1.37198 -0.85862 0.001 0.023 -0.048
N 0.34572 2.38973 -0.63122 0.017 -0.019 0.020
C 1.57891 1.97671 -0.12870 -0.038 0.029 -0.015
C -2.42345 -0.63690 1.66672 -0.058 -0.186 -0.227
O -1.81283 0.25299 2.46888 0.085 0.111 0.050
O -3.12783 -1.53909 2.07359 -0.018 0.011 0.065
H -0.95579 4.79918 -2.67976 0.001 0.001 -0.001
H -1.89855 3.75148 -1.62725 0.009 0.003 0.000
H -1.00276 3.06494 -3.00118 -0.001 -0.002 -0.001
H 0.21952 4.45721 -0.57447 -0.003 -0.001 -0.002
H 1.44544 4.85778 -2.69506 0.000 0.000 -0.001
H 1.68222 3.11425 -2.86266 0.002 0.000 0.000
H 2.58600 4.88260 -0.53496 0.002 0.000 0.001
H 3.65555 4.09996 -1.68963 0.000 0.001 -0.001
H 4.83887 2.90419 0.08164 -0.002 0.003 -0.003
H 2.95744 -0.59693 1.63728 0.008 0.002 -0.001
H -1.57905 1.80420 -1.15466 0.015 0.008 0.015
N 1.35058 7.24905 1.74125 -0.003 0.001 0.003
C 0.49894 6.16146 1.74830 0.001 0.004 -0.006
C 0.92297 4.93472 2.27319 0.001 -0.005 0.008
C 0.09628 3.83084 2.24123 -0.009 -0.002 -0.005
C -1.15509 3.92960 1.64473 -0.005 0.007 0.010
C -1.59260 5.13951 1.11769 -0.004 -0.004 0.000
C -0.77517 6.25089 1.17857 0.004 0.001 0.002
S -2.29017 2.59789 1.60955 -0.004 0.000 -0.011
O -3.01720 2.64164 0.37075 0.001 0.003 -0.010
O -3.00318 2.52023 2.84123 0.016 0.004 0.008
N -1.21098 1.24767 1.62711 -0.049 -0.027 0.104
C -1.95176 -0.51727 0.26550 0.212 0.042 0.385
S -0.09731 0.28483 -2.24800 -0.028 -0.037 -0.005
C -1.64754 -0.33203 -2.78227 0.020 0.018 0.010
C -2.66772 -0.78486 -2.04769 0.039 -0.055 0.021
N -2.82732 -0.92534 -0.66365 -0.104 0.011 -0.202
H 2.10319 7.23567 2.40910 0.000 -0.001 -0.002
H 0.92525 8.15451 1.63309 0.000 -0.001 -0.002
H 1.91111 4.85209 2.71008 -0.003 -0.003 0.000
H 0.43011 2.88834 2.65250 0.002 0.000 -0.001
H -2.56881 5.20552 0.65492 0.000 0.001 0.000
H -1.11455 7.19375 0.76752 -0.002 0.000 0.000
H -1.75789 -0.35590 -3.85907 -0.004 -0.002 0.000
H -3.53762 -1.14714 -2.58281 0.004 -0.005 -0.006
C 0.20724 -9.27998 1.00480 -0.005 0.000 0.003
C -0.03498 -7.93643 0.37126 -0.002 -0.003 -0.002
C 0.52267 -7.61124 -0.86018 0.008 0.001 -0.001
C 0.33489 -6.36937 -1.45503 0.011 -0.002 0.002
C 0.95528 -6.06527 -2.78867 -0.005 -0.002 -0.002
C -0.44111 -5.41293 -0.79268 -0.047 0.047 0.035
Te -0.78798 -3.51737 -1.66163 -0.019 -0.096 0.017
C -1.01420 -5.72629 0.44015 0.005 -0.033 -0.072
C -1.85178 -4.70960 1.15044 0.080 -0.051 0.069
C -0.80748 -6.97704 1.00970 -0.016 -0.002 0.002
H 0.59187 -9.99412 0.27735 -0.001 0.000 -0.001
H -0.71120 -9.68870 1.42794 0.002 0.001 0.002
H 0.93628 -9.20561 1.81458 0.001 0.002 -0.002
H 1.12577 -8.35107 -1.37672 -0.001 0.003 -0.004
H 1.53176 -6.91255 -3.15773 0.002 0.000 0.002
H 1.61931 -5.19966 -2.72087 0.001 -0.001 -0.002
H 0.18853 -5.82468 -3.52993 0.002 0.001 0.000
H -2.77750 -4.46887 0.55326 0.135 -0.056 -0.034
H -1.16684 -3.83902 1.41571 -0.063 0.058 -0.015
H -2.23477 -5.04865 2.11071 0.024 -0.006 0.008
H -1.26045 -7.20317 1.97009 0.004 -0.004 0.001

No. 3
69
Properties=species:S:1:pos:R:3:forces:R:3 method="wB97M-V/def2-TZVPD" gap_ev="4.60 / 2.63" spin_multiplicity=2 charge=+4 e_above_lowest_kcal_mol=24.3 largest_force_ev_per_a=2.0
Sn 0.42798 0.83663 0.47555 1.746 0.422 0.877
C -1.14265 -2.34931 2.90289 0.011 -0.035 -0.022
C -1.32706 -1.13893 2.27322 0.026 -0.012 0.003
N -0.16228 -0.74747 1.71494 -0.403 -0.080 -0.288
N 0.77225 -1.70177 1.97509 -0.024 0.044 -0.120
C 0.19471 -2.66854 2.69077 0.016 -0.013 0.026
B 2.25991 -1.61769 1.46253 0.079 -0.027 0.028
N 2.83762 -0.20905 1.88692 -0.138 -0.006 -0.028
C 3.99116 0.07766 2.49448 0.013 0.004 -0.011
C 4.11009 1.45593 2.63015 0.022 -0.025 -0.019
C 2.96685 1.96813 2.05840 0.027 -0.009 -0.001
N 2.19298 0.96051 1.60672 -0.066 0.097 -0.040
N 2.16855 -1.59909 -0.09595 -0.104 0.003 0.010
C 2.70133 -2.36539 -1.04973 0.039 -0.024 0.013
C 2.29743 -1.89564 -2.29587 -0.008 -0.019 -0.012
C 1.50404 -0.80649 -2.02977 -0.035 -0.035 0.045
N 1.42495 -0.61522 -0.69595 -0.309 -0.188 -0.190
N 3.05744 -2.70923 2.04935 0.115 0.015 0.125
C 3.37114 -2.90255 3.37742 -0.049 0.004 -0.088
C 4.10351 -4.04576 3.46640 -0.075 -0.124 0.048
C 4.19711 -4.51828 2.13537 -0.049 0.058 0.027
N 3.57061 -3.72547 1.29569 0.047 -0.003 -0.048
H -1.86661 -2.92290 3.45561 0.001 0.014 0.015
H -2.20804 -0.52084 2.21459 0.005 0.007 -0.001
H 0.77146 -3.51809 3.02229 -0.004 0.001 0.005
H 4.66319 -0.70981 2.79669 0.002 0.001 -0.004
H 4.92436 1.99617 3.08161 -0.008 0.006 0.009
H 2.66561 2.99818 1.95403 -0.010 -0.001 -0.004
H 3.33007 -3.19328 -0.75943 0.003 0.002 0.004
H 2.56981 -2.30042 -3.25520 0.000 0.009 -0.004
H 1.00203 -0.14017 -2.70983 0.010 0.005 -0.012
H 3.03980 -2.22623 4.15078 -0.002 0.023 -0.018
H 4.48778 -4.50726 4.35986 0.069 0.034 -0.017
H 4.69594 -5.40237 1.77176 -0.001 -0.007 0.000
O 2.26853 3.71972 -2.32870 0.024 0.014 0.005
C 1.59348 3.10421 -1.42358 -0.034 -0.037 0.021
O 1.50912 1.88297 -1.29103 -0.242 -0.001 -0.298
C 0.88350 3.96948 -0.44589 0.042 0.013 0.075
C 0.83377 5.35463 -0.48156 0.047 -0.044 -0.007
C 0.15458 6.00445 0.54053 -0.016 0.045 0.031
C -0.42816 5.25235 1.55749 0.043 -0.001 0.000
C -0.32171 3.87267 1.50515 0.032 0.016 -0.011
N 0.32362 3.24765 0.51874 -0.467 -0.095 -0.275
C -0.83696 2.88954 2.50527 0.115 -0.028 -0.029
O -1.44334 3.20582 3.59259 -0.010 0.040 0.003
O -0.62348 1.70049 2.26268 -0.614 -0.189 -0.095
H 2.75864 3.12758 -2.93190 0.001 0.000 0.001
H 1.31585 5.90198 -1.28136 0.003 -0.005 -0.001
H 0.08562 7.08534 0.55284 -0.001 0.000 0.001
H -0.94279 5.75676 2.36596 -0.014 -0.011 -0.003
H -1.56347 4.15406 3.77005 0.006 -0.006 0.007
N -1.63223 0.21724 -1.33500 0.128 0.230 0.196
C -2.40764 -0.19531 -2.08346 -0.001 -0.075 0.091
N -3.29145 -0.70710 -2.94781 0.020 -0.047 -0.033
C -3.51714 -2.13682 -2.98105 0.093 0.033 0.043
C -5.04992 -2.49432 -2.97803 -0.120 -0.048 -0.016
C -5.91147 -1.26858 -3.20371 0.051 0.026 0.032
C -5.33569 -0.40486 -4.32582 -0.011 -0.008 -0.040
C -3.99047 0.17844 -3.88372 0.002 0.035 0.035
H -2.95020 -2.60476 -2.18080 0.007 -0.023 -0.018
H -3.11115 -2.47723 -3.94972 -0.062 0.022 -0.038
H -5.25909 -2.97908 -2.02353 0.034 0.041 0.032
H -5.21206 -3.23052 -3.76347 0.016 -0.009 0.005
H -5.98317 -0.67165 -2.28855 -0.019 -0.007 0.002
H -6.91917 -1.58599 -3.47197 0.001 0.000 -0.028
H -5.97887 0.44109 -4.56839 0.014 0.006 -0.024
H -5.23043 -0.98992 -5.24163 0.012 -0.028 0.018
H -4.06019 1.16222 -3.41588 -0.005 -0.011 0.027
H -3.31949 0.28156 -4.75612 -0.017 0.014 -0.018

No. 4
16
Properties=species:S:1:pos:R:3:forces:R:3 method="wB97M-V/def2-TZVPD" gap_ev=9.90 smiles="[H]/N=C(/CC)NC" e_above_lowest_kcal_mol=58.5 largest_force_ev_per_a=6.0
C 1.07735 0.81152 0.18770 -0.307 -1.302 1.572
C -2.50426 -0.23537 -0.12430 -0.559 -0.721 0.992
C 2.41801 0.18481 -0.14496 -0.007 0.213 0.163
N -1.28915 0.40646 0.28374 2.324 1.552 3.966
C -0.09380 -0.25689 0.24208 2.287 -0.872 -5.467
N 0.15771 -1.40182 -0.29497 0.287 0.606 0.331
H -0.81577 0.60170 1.37082 -3.970 0.410 -2.230
H -0.63817 -1.83490 -0.75657 -0.346 -0.227 0.738
H 1.10818 1.27107 1.17796 0.269 0.407 0.038
H 0.80797 1.58996 -0.52716 -0.263 -0.265 0.043
H -2.74580 -1.13057 0.46846 -0.041 0.080 -0.102
H -3.33170 0.46797 -0.04584 0.057 -0.047 -0.071
H -2.40512 -0.56866 -1.16583 0.147 0.295 0.180
H 3.20352 0.93608 -0.04820 0.039 -0.009 -0.123
H 2.65118 -0.63168 0.53415 -0.024 -0.077 -0.021
H 2.39984 -0.20967 -1.15708 0.107 -0.044 -0.011

No. 5
12
Properties=species:S:1:pos:R:3:forces:R:3 method="wB97M-V/def2-TZVPD" gap_ev=10.41 e_above_lowest_kcal_mol=69.7 largest_force_ev_per_a=2.0
O 1.83853 0.24209 1.46730 -0.616 0.425 -0.546
C 1.29157 0.50482 0.43357 -0.926 1.588 0.764
O 1.09802 -1.26531 -0.67156 -0.775 -1.330 -0.468
C 0.01223 -1.14259 -0.10936 0.159 -1.530 -0.607
C -1.11412 -0.34182 -0.62242 0.564 -0.039 0.121
C -0.37708 0.78183 0.20989 0.687 0.710 0.357
H 1.78499 0.85022 -0.48895 0.170 -0.285 0.159
H -0.13308 -1.41685 0.95411 0.179 -0.409 -0.200
H -1.10764 -0.18624 -1.70450 0.186 0.067 0.301
H -2.11530 -0.63590 -0.27408 0.521 0.339 0.139
H -0.32679 1.69033 -0.37619 -0.326 0.332 0.113
H -0.85132 0.91942 1.18220 0.178 0.132 -0.133

No. 6
63
Properties=species:S:1:pos:R:3:forces:R:3 method="wB97M-V/def2-TZVPD" gap_ev="5.23 / 5.54" spin_multiplicity=2 charge=+2 largest_force_ev_per_a=2.7
Ru 0.28231 -0.85600 -0.32093 0.336 -0.010 1.786
C -2.97562 1.14497 -0.27229 0.451 -0.290 0.429
P -1.51517 0.57729 -1.19052 0.560 -0.589 -0.812
C -0.90189 2.08990 -2.00568 0.162 -0.223 0.263
C -2.21710 -0.40466 -2.58408 0.039 0.061 0.173
C -1.11101 -0.92686 -3.49098 0.183 0.029 0.163
P 0.14265 -1.91339 -2.56378 -0.866 0.202 0.309
C 1.51241 -2.04861 -3.75349 0.278 0.171 0.582
C -0.56234 -3.59613 -2.56504 0.165 0.201 0.243
H -3.53771 1.83393 -0.90143 0.011 -0.024 -0.081
H -2.65432 1.65852 0.63392 -0.069 0.026 -0.034
H -3.60374 0.30123 0.01107 -0.024 0.014 -0.006
H -1.62712 2.41613 -2.75133 -0.039 0.033 0.022
H 0.06006 1.91216 -2.48507 -0.011 0.030 -0.018
H -0.77449 2.87137 -1.25667 0.030 0.017 -0.015
H -2.91062 0.22734 -3.14353 -0.032 -0.006 0.023
H -2.79894 -1.22872 -2.16208 -0.027 0.024 -0.013
H -0.58718 -0.08978 -3.95985 0.022 -0.052 -0.065
H -1.51988 -1.55241 -4.28648 0.038 0.020 -0.053
H 1.10779 -2.37082 -4.71225 -0.097 -0.014 0.019
H 2.22768 -2.79048 -3.39657 0.019 0.012 -0.049
H 2.02629 -1.09590 -3.87378 -0.032 -0.009 -0.021
H -0.54465 -3.98262 -3.58368 -0.029 -0.009 -0.020
H -1.58944 -3.57642 -2.20155 0.011 -0.013 0.029
H 0.02503 -4.25312 -1.92312 -0.016 -0.015 -0.005
C 4.94316 -0.90645 1.03467 -0.311 0.078 -0.009
Si 3.25659 -1.03562 0.24705 0.103 0.012 -0.431
C 2.90595 -2.83780 -0.22657 0.305 0.370 0.048
C 3.09308 0.07547 -1.29709 0.286 -0.514 0.180
N 1.85724 -0.49333 1.14832 -1.271 -0.618 -2.276
C 1.67068 0.16003 2.32165 -0.558 0.357 1.071
C 2.57673 0.13646 3.40485 -0.170 -0.161 -0.457
C 2.30522 0.82257 4.56873 -0.016 0.162 0.170
C 1.13903 1.56950 4.70844 0.061 -0.072 -0.081
C 0.21940 1.61434 3.66768 -0.090 0.115 0.114
C 0.49574 0.90812 2.52795 0.739 -0.345 0.124
F -0.39930 0.90440 1.49080 -0.247 -0.028 -0.116
H 5.69908 -1.09639 0.26892 -0.014 0.002 -0.027
H 5.08692 -1.64698 1.82310 -0.022 0.004 0.004
H 5.13236 0.08458 1.44962 0.008 0.002 -0.014
H 3.70977 -3.21703 -0.86320 -0.035 -0.025 -0.041
H 1.96098 -2.96426 -0.76586 -0.017 -0.057 0.049
H 2.87428 -3.47228 0.66122 -0.043 -0.006 0.008
H 3.57339 -0.37185 -2.17055 -0.034 0.089 -0.055
H 3.54731 1.05259 -1.12624 -0.099 0.055 0.034
H 2.02748 0.25656 -1.54234 -0.005 0.054 -0.072
H 3.48989 -0.43375 3.29500 -0.006 0.000 0.079
H 3.01157 0.78067 5.38692 0.015 0.014 -0.023
H 0.94511 2.11275 5.62190 -0.019 -0.006 0.000
H -0.69296 2.18968 3.75161 -0.020 -0.034 -0.037
N -2.53087 -5.60716 2.75177 0.025 0.060 -0.027
C -1.95128 -4.54605 2.17969 0.080 0.069 -0.028
C -0.63978 -4.14395 2.50646 -0.081 -0.008 0.035
C -0.07560 -3.07404 1.86641 0.156 -0.025 0.134
N -0.72405 -2.35680 0.93208 0.343 1.101 -1.287
C -1.99402 -2.69905 0.64674 -0.084 -0.142 0.120
C -2.63214 -3.76217 1.22160 -0.046 -0.002 0.080
H -2.04393 -6.16727 3.42967 -0.016 0.005 0.021
H -3.47592 -5.86300 2.52635 -0.015 -0.046 0.023
H -0.08275 -4.66358 3.27431 0.044 -0.005 -0.046
H 0.92690 -2.74919 2.10704 -0.007 -0.021 -0.018
H -2.51100 -2.06739 -0.06404 -0.008 -0.083 -0.040
H -3.65768 -3.99313 0.96594 0.008 0.064 -0.059